[1]
A molecular structure, C46H42CuN6O3S2 at a distorted geometry, computed with ωB97M-V with the def2-TZVPD basis set.

Last column: Löwdin spin population.
Element x y z (Å)
Cu1 1.4053 0.6644 -2.6021  0.00
C1 -3.4540 5.7578 -1.5151  0.00
C2 -2.6670 4.5997 -1.0243  0.00
C3 -3.0857 3.7392 0.0291  0.00
C4 -2.3762 2.5490 0.3165  0.00
C5 -1.1615 2.3252 -0.3523  0.00
C6 -0.6941 3.2260 -1.3531  0.00
C7 -1.4568 4.3103 -1.7243  0.00
S1 -0.4290 0.6457 -0.1528  0.01
O1 0.9987 0.8778 -0.7869  0.00
C8 -0.1936 0.8553 1.6401  0.01
C9 0.5214 2.0037 2.0842  0.00
C10 0.8554 2.2571 3.3929  0.01
C11 0.6318 1.2717 4.3918  0.00
C12 1.1222 1.4673 5.6897  0.00
C13 0.9829 0.4170 6.6102  0.00
C14 0.3414 -0.7649 6.2412  0.00
C15 -0.2474 -0.9069 5.0205  0.00
C16 -0.0656 0.0646 3.9741  0.00
C17 -0.6486 -0.0360 2.6203  0.00
C18 -1.7433 -1.0689 2.4974  0.00
C19 -2.9436 -0.7918 3.2922  0.00
C20 -3.1714 0.5017 3.8612  0.00
C21 -4.1812 0.6404 4.7742  0.00
C22 -5.1104 -0.3710 5.0532  0.00
C23 -5.0209 -1.5652 4.3729  0.00
C24 -3.8906 -1.7723 3.5284  0.00
C25 -3.6782 -3.0812 2.9841  0.01
C26 -2.5988 -3.2910 2.1717  0.01
C27 -1.6580 -2.2885 1.8603  0.05
S2 -0.2410 -2.7515 0.8298  0.27
O2 0.5612 -3.8031 1.5563  0.49
C28 -0.9304 -3.5338 -0.6652  0.05
C29 -2.1283 -2.9759 -1.1116  0.03
C30 -2.6531 -3.3516 -2.3498  0.00
C31 -1.9829 -4.2985 -3.1183  0.03
C32 -2.5823 -4.8895 -4.3404  0.01
C33 -0.7338 -4.7771 -2.6867  0.00
C34 -0.1817 -4.3865 -1.4966  0.02
H1 -3.1283 6.6822 -1.0006  0.00
H2 -4.5756 5.7382 -1.4252  0.00
H3 -3.2416 5.9336 -2.5842  0.00
H4 -4.0325 4.0502 0.5238  0.00
H5 -2.7036 1.8386 1.1013  0.00
H6 0.3022 3.0323 -1.7719  0.00
H7 -1.1697 4.9601 -2.5149  0.00
H8 0.8066 2.7303 1.2864  0.00
H9 1.2447 3.1832 3.7442  0.00
H10 1.5616 2.4021 5.9048  0.00
H11 1.5205 0.3540 7.5442  0.00
H12 0.2793 -1.6290 6.9447  0.00
H13 -0.8097 -1.8698 4.8321  0.00
H14 -2.5040 1.3303 3.6426  0.00
H15 -4.3148 1.6440 5.1920  0.00
H16 -5.8074 -0.2157 5.8400  0.00
H17 -5.6347 -2.4136 4.5295  0.00
H18 -4.2360 -3.9262 3.3811  0.00
H19 -2.3603 -4.2755 1.8265  0.00
H20 -2.6401 -2.2564 -0.5173  0.00
H21 -3.5924 -2.9009 -2.6825  0.00
H22 -2.3192 -5.9445 -4.4795  0.00
H23 -2.2435 -4.3033 -5.2293  0.00
H24 -3.7019 -4.8627 -4.1867  0.00
H25 -0.1922 -5.3875 -3.3839  0.00
H26 0.8219 -4.6841 -1.2163  0.00
N1 4.4462 -0.6279 -1.7199  0.00
C35 3.8885 -1.2883 -2.8039  0.00
N2 4.3188 -2.4272 -3.2746  0.00
C36 3.6183 -2.9620 -4.2981  0.00
N3 3.9731 -4.2299 -4.5919  0.00
N4 2.5983 -2.3814 -4.9342  0.00
C37 2.2216 -1.2361 -4.3940  0.00
N5 2.8055 -0.6476 -3.3063  0.00
C38 1.1513 -0.4662 -4.9898  0.00
C39 0.4262 -0.9691 -6.1067  0.00
C40 -0.5367 -0.0935 -6.7024  0.00
C41 -0.8290 1.0789 -6.0969  0.00
C42 -0.1761 1.4499 -4.9368  0.00
N6 0.7762 0.6761 -4.3878  0.00
H27 5.0873 -1.1197 -1.1051  0.00
H28 3.9061 0.0605 -1.2043  0.00
H29 4.6857 -4.6693 -4.0156  0.00
H30 3.5557 -4.7393 -5.3602  0.00
H31 0.6905 -1.9395 -6.5298  0.00
H32 -1.1042 -0.4042 -7.5555  0.00
H33 -1.5392 1.7964 -6.4848  0.00
H34 -0.5849 2.2033 -4.2822  0.00
C43 5.5646 3.6018 1.9055  0.00
C44 4.6124 2.6010 2.5632  0.00
C45 4.4555 1.5199 1.4652  0.00
O3 4.7403 2.1307 0.1931  0.00
C46 5.0938 3.5143 0.4472  0.00
H35 6.5914 3.2850 1.9145  0.00
H36 5.4586 4.5816 2.2710  0.00
H37 3.6364 3.0591 2.8350  0.00
H38 5.0556 2.2031 3.5371  0.00
H39 3.4012 1.1540 1.5108  0.00
H40 5.1679 0.6579 1.6514  0.00
H41 4.1720 4.1100 0.2723  0.00
H42 5.8309 3.8390 -0.2994  0.00

Values from the calculation:
- charge = +2
- DFT total energy (Eh) = -4768.6454
- frontier orbital gap (spin up / spin down) (eV) = 7.34 / 3.88
- spin multiplicity = 2
- relative energy (zero: lowest compared OMol25 entry of this formula, charge and spin) (eV) = 1.836
- HOMO level (spin up / spin down) (eV) = -12.81 / -12.81

[2]
A molecular structure, C46H42F4LaN5O2P2 at a distorted geometry, computed with ωB97M-V with the def2-TZVPD basis set.

Last column: Mulliken charge in e.
Element x y z (Å)
La1 -0.5307 0.9657 1.0275  1.00
C1 -0.6567 2.5118 4.4468  -1.35
N1 -1.4079 2.4854 3.1801  0.86
C2 -1.7089 3.8819 2.8097  -1.27
C3 -2.6751 1.7591 3.4156  -1.18
C4 -3.5737 1.7259 2.1728  -1.27
N2 -2.7673 1.6580 0.9540  0.97
C5 -3.3248 2.1135 -0.1994  -0.35
C6 -2.4822 2.4427 -1.2799  0.04
F1 -1.1126 2.3107 -1.0570  -0.27
C7 -2.9152 2.8983 -2.5006  0.00
F2 -2.0112 3.1410 -3.4559  -0.35
C8 -4.2574 3.1073 -2.7327  -0.49
C9 -5.1241 2.8241 -1.6924  -0.01
F3 -6.4323 2.9833 -1.8794  -0.35
C10 -4.6943 2.3351 -0.4720  0.88
F4 -5.6364 1.9984 0.4267  -0.36
H1 -1.2233 3.0279 5.2296  0.49
H2 0.2886 3.0374 4.3090  0.28
H3 -0.4470 1.4977 4.7882  0.25
H4 -2.4341 4.3199 3.5047  0.34
H5 -2.1172 3.9435 1.8021  0.25
H6 -0.7953 4.4753 2.8483  0.38
H7 -3.2327 2.2377 4.2295  0.48
H8 -2.4297 0.7456 3.7400  0.31
H9 -4.1854 2.6297 2.1629  0.68
H10 -4.2609 0.8798 2.2575  0.37
H11 -4.6170 3.4906 -3.6761  0.56
C11 4.7158 2.9332 2.5389  -0.58
C12 4.7346 1.7590 3.2848  -0.72
C13 3.6036 0.9744 3.3740  -0.11
C14 2.4329 1.3635 2.7107  -0.44
C15 2.4128 2.5617 1.9777  0.07
C16 3.5534 3.3342 1.8917  -1.13
N3 1.2662 0.5927 2.7064  2.27
N4 1.2338 -0.3715 3.5103  -0.92
C17 0.0959 -1.1793 3.4983  -0.64
C18 0.0212 -2.1840 4.4555  -0.40
C19 -1.0638 -3.0466 4.4309  -0.80
C20 -2.0409 -2.8698 3.4629  -0.73
C21 -1.9131 -1.8141 2.5727  -0.81
N5 -0.8712 -0.9858 2.5834  1.40
H12 5.6077 3.5415 2.4722  0.46
H13 5.6408 1.4542 3.7910  0.48
H14 3.6018 0.0465 3.9282  0.53
H15 1.5013 2.8875 1.4796  0.40
H16 3.5433 4.2575 1.3284  0.50
H17 0.8072 -2.2657 5.1929  0.58
H18 -1.1436 -3.8498 5.1507  0.46
H19 -2.8973 -3.5266 3.4046  0.55
H20 -2.6648 -1.6244 1.8143  0.26
O1 1.2924 1.0181 -0.4119  -0.46
P1 1.8944 0.0314 -1.3892  1.00
C22 0.6231 -0.6608 -2.5159  -1.81
P2 -0.8489 -1.4033 -1.7009  0.92
O2 -1.0637 -0.7917 -0.3350  0.19
C23 -0.6038 -3.1782 -1.5477  0.42
C24 -0.4027 -3.7132 -0.2771  0.36
C25 -0.2150 -5.0772 -0.1257  -0.89
C26 -0.2284 -5.9079 -1.2381  -0.68
C27 -0.4351 -5.3766 -2.5046  -0.77
C28 -0.6296 -4.0142 -2.6623  -0.76
C29 -2.2221 -1.0644 -2.8016  0.99
C30 -2.0919 -1.1849 -4.1856  -0.48
C31 -3.1916 -0.9629 -4.9963  -0.91
C32 -4.4132 -0.6205 -4.4300  -0.71
C33 -4.5412 -0.4954 -3.0540  -0.69
C34 -3.4459 -0.7176 -2.2345  -0.70
C35 2.7545 -1.2966 -0.5373  0.55
C36 2.6708 -2.6465 -0.8621  -0.19
C37 3.4380 -3.5677 -0.1643  -0.65
C38 4.2987 -3.1428 0.8369  -0.86
C39 4.4095 -1.7909 1.1406  -0.70
C40 3.6448 -0.8670 0.4509  -0.68
C41 3.0385 0.8261 -2.5136  0.55
C42 2.9271 2.1980 -2.7250  -0.46
C43 3.7340 2.8084 -3.6722  -0.80
C44 4.6399 2.0518 -4.4026  -0.51
C45 4.7528 0.6839 -4.1855  -0.75
C46 3.9521 0.0648 -3.2407  -0.55
H21 1.1049 -1.3732 -3.1893  0.97
H22 0.2800 0.1899 -3.1114  0.75
H23 -0.3863 -3.0551 0.5825  0.19
H24 -0.0583 -5.4944 0.8607  0.50
H25 -0.0862 -6.9736 -1.1178  0.44
H26 -0.4564 -6.0277 -3.3681  0.46
H27 -0.8104 -3.6082 -3.6495  0.39
H28 -1.1353 -1.4351 -4.6301  0.41
H29 -3.0981 -1.0609 -6.0694  0.45
H30 -5.2707 -0.4519 -5.0678  0.46
H31 -5.4963 -0.2302 -2.6210  0.54
H32 -3.5315 -0.6428 -1.1576  0.27
H33 2.0242 -2.9864 -1.6596  0.47
H34 3.3718 -4.6185 -0.4138  0.51
H35 4.9039 -3.8654 1.3684  0.46
H36 5.1059 -1.4573 1.8987  0.55
H37 3.7432 0.1941 0.6498  0.56
H38 2.2142 2.7727 -2.1460  0.40
H39 3.6535 3.8735 -3.8432  0.44
H40 5.2644 2.5304 -5.1450  0.42
H41 5.4681 0.1022 -4.7511  0.44
H42 4.0456 -0.9996 -3.0536  0.36

Values from the calculation:
- charge = +2
- DFT total energy (Eh) = -3315.8602
- frontier orbital gap (eV) = 5.29
- relative energy (zero: lowest compared OMol25 entry of this formula, charge and spin) (eV) = 0.580
- HOMO level (eV) = -12.04

[3]
A molecular structure, C46H43Br2CdN3O2P, computed with ωB97M-V with the def2-TZVPD basis set.

Last column: Mulliken charge in e.
Element x y z (Å)
Cd1 0.9511 -0.6209 -1.1120  1.01
O1 1.0377 -4.3094 5.0623  -0.75
C1 0.1932 -4.5955 4.1802  0.45
O2 -0.8026 -5.3550 4.1826  -0.75
C2 0.4239 -3.8678 2.8420  -0.82
C3 1.5666 -3.1208 2.6315  -0.52
C4 1.7176 -2.4208 1.4475  1.44
N1 0.7835 -2.4310 0.4862  -0.29
C5 -0.2943 -3.2209 0.6471  1.07
C6 -0.4984 -3.9422 1.8147  -0.83
C7 -1.2021 -3.4371 -0.5298  -0.04
C8 -2.5251 -3.8410 -0.3770  -0.52
C9 -3.2601 -4.1478 -1.5121  -0.65
C10 -2.6638 -4.0331 -2.7589  -0.66
C11 -1.3525 -3.5887 -2.8132  -0.27
N2 -0.6368 -3.3064 -1.7254  -0.15
C12 2.9765 -1.6522 1.1366  -0.25
C13 3.9306 -1.3778 2.1109  -0.82
C14 5.1003 -0.7324 1.7437  -0.76
C15 5.2887 -0.3633 0.4212  -0.59
C16 4.2731 -0.6373 -0.4779  -0.32
N3 3.1490 -1.2688 -0.1330  0.11
H1 2.3061 -3.1145 3.4225  0.50
H2 -1.3507 -4.5980 1.9466  0.57
H3 -2.9690 -3.8981 0.6100  0.45
H4 -4.2920 -4.4685 -1.4230  0.44
H5 -3.2065 -4.2633 -3.6711  0.41
H6 -0.8480 -3.4365 -3.7644  0.36
H7 3.7595 -1.6616 3.1430  0.32
H8 5.8568 -0.5151 2.4899  0.41
H9 6.1860 0.1491 0.0958  0.45
H10 4.3439 -0.3239 -1.5146  0.28
Br1 -1.7055 0.1373 -2.7848  -0.02
C17 -0.5628 0.4575 -4.2814  0.76
C18 -1.0875 1.2545 -5.2526  -0.66
C19 -0.3406 1.5007 -6.4293  -0.66
C20 0.8785 0.9111 -6.5932  -0.80
C21 1.4288 0.0726 -5.5861  0.86
C22 2.6842 -0.5577 -5.7858  -0.86
C23 3.2011 -1.3625 -4.8163  -1.01
C24 2.5174 -1.5228 -3.5849  -0.11
C25 1.3103 -0.9245 -3.3018  -1.23
C26 0.7313 -0.1505 -4.3578  1.43
H11 -2.0733 1.6863 -5.1272  0.43
H12 -0.7537 2.1450 -7.1978  0.36
H13 1.4526 1.0699 -7.5037  0.33
H14 3.2131 -0.3882 -6.7186  0.32
H15 4.1533 -1.8583 -4.9761  0.39
H16 2.9845 -2.1471 -2.8261  0.49
Br2 3.8067 5.7108 -0.9255  -0.25
C27 2.9953 3.9866 -0.8857  -0.32
C28 3.3751 3.0791 0.0877  -0.93
C29 2.7713 1.8214 0.0979  1.33
C30 1.8004 1.4310 -0.8292  -1.35
C31 1.4655 2.3900 -1.7931  0.65
C32 2.0426 3.6602 -1.8359  -0.48
H17 4.1180 3.3475 0.8289  0.47
H18 3.0747 1.1374 0.8895  0.46
H19 0.7235 2.1629 -2.5539  0.09
H20 1.7551 4.3763 -2.5977  0.46
C33 -0.1154 3.6504 1.2958  -2.14
C34 -1.4778 2.9585 1.1404  2.15
C35 -1.9037 3.0622 -0.3326  -1.50
C36 -2.5207 3.6785 1.9969  -1.96
P1 -1.2618 1.1070 1.4255  0.97
C37 -3.0150 0.5349 1.5562  0.06
C38 -3.4644 -0.2790 0.5146  0.00
C39 -4.7648 -0.7778 0.4846  -0.63
C40 -5.6414 -0.4826 1.5167  -0.70
C41 -5.2120 0.3188 2.5724  -0.78
C42 -3.9179 0.8245 2.5864  -0.36
C43 -0.5181 0.8288 3.1339  2.21
C44 -0.9119 -0.5944 3.5485  -1.94
C45 1.0052 0.8559 2.9086  -2.02
C46 -0.8535 1.8052 4.2637  -1.98
H21 -0.1786 4.6677 0.8834  0.60
H22 0.6767 3.1235 0.7575  0.49
H23 0.1784 3.7381 2.3459  0.23
H24 -2.0695 4.1170 -0.5943  0.49
H25 -2.8344 2.5152 -0.5226  0.33
H26 -1.1329 2.6625 -0.9957  0.05
H27 -2.5135 4.7421 1.7240  0.56
H28 -2.3060 3.6104 3.0672  0.26
H29 -3.5288 3.3000 1.8187  0.35
H30 -2.7794 -0.5263 -0.2904  0.05
H31 -5.0849 -1.4052 -0.3432  0.47
H32 -6.6520 -0.8762 1.5068  0.36
H33 -5.8884 0.5515 3.3888  0.43
H34 -3.6121 1.4495 3.4162  0.18
H35 -0.8079 -1.3000 2.7188  0.16
H36 -1.9461 -0.6474 3.8955  0.36
H37 -0.2610 -0.9434 4.3612  0.65
H38 1.2958 0.1992 2.0843  -0.02
H39 1.5213 0.5166 3.8197  0.71
H40 1.3631 1.8626 2.6652  0.32
H41 -1.9152 1.8066 4.5243  0.21
H42 -0.5494 2.8284 4.0337  0.40
H43 -0.3043 1.4912 5.1622  0.51

Values from the calculation:
- charge = -1
- DFT total energy (Eh) = -7750.6612
- frontier orbital gap (eV) = 7.43
- relative energy (zero: lowest compared OMol25 entry of this formula, charge and spin) (eV) = 0.000
- HOMO level (eV) = -5.41

[4]
A molecular structure, C46H43BrFN5O4Re at a distorted geometry, computed with ωB97M-V with the def2-TZVPD basis set.

Last column: Löwdin spin population.
Element x y z (Å)
Re1 0.1863 0.1602 0.2110  2.23
O1 6.8638 0.4670 -1.5736  0.00
C1 6.4645 1.0610 -0.5763  0.00
O2 6.9955 1.8325 0.2153  0.00
C2 4.9768 0.7618 -0.2447  0.02
C3 4.3469 1.3453 0.8409  0.00
C4 3.0045 1.1074 1.0968  0.02
N1 2.2789 0.3112 0.2946  0.00
C5 2.9165 -0.3561 -0.7089  0.01
C6 4.2426 -0.1367 -1.0124  0.00
C7 2.1074 -1.3925 -1.3642  0.02
C8 2.6127 -2.3687 -2.2152  0.00
C9 1.7588 -3.3344 -2.7097  0.02
C10 0.4176 -3.3184 -2.3409  0.00
C11 -0.0243 -2.3342 -1.4827  0.02
N2 0.8052 -1.3937 -1.0081  0.00
C12 2.2929 1.6609 2.2713  0.01
C13 2.8145 2.6439 3.1151  0.00
C14 2.0563 3.0236 4.2095  0.00
C15 0.8243 2.4209 4.4322  0.01
C16 0.3871 1.4635 3.5305  0.01
N3 1.1046 1.1032 2.4799  0.09
H1 4.9488 1.9820 1.4712  0.00
H2 4.7507 -0.6327 -1.8251  0.00
H3 3.6579 -2.3712 -2.4727  0.00
H4 2.1341 -4.0949 -3.3766  0.00
H5 -0.2755 -4.0636 -2.6991  0.00
H6 -1.0467 -2.2883 -1.1423  0.00
H7 3.7698 3.1081 2.9287  0.00
H8 2.4229 3.7863 4.8815  0.00
H9 0.2094 2.6971 5.2740  0.00
H10 -0.5650 0.9672 3.6446  0.00
C17 1.8522 -0.4612 -4.8384  0.00
C18 0.8102 0.4022 -4.1223  0.00
C19 -0.2749 0.7903 -5.1315  0.00
C20 1.4383 1.6204 -3.4793  0.00
C21 2.3967 2.3193 -4.2033  0.00
C22 3.0013 3.4509 -3.6906  0.00
C23 2.6439 3.8969 -2.4337  0.00
C24 1.6865 3.2309 -1.6774  0.01
C25 1.2468 3.8219 -0.3518  0.00
C26 0.2590 4.9694 -0.5991  0.00
C27 2.4129 4.3284 0.4968  0.00
C28 1.0831 2.0880 -2.2057  0.01
N4 0.0530 1.4532 -1.4580  0.09
C29 -1.2280 1.7592 -1.8324  0.00
C30 -1.6254 2.8207 -2.6601  0.02
C31 -2.9635 3.0478 -2.9268  0.00
C32 -3.9629 2.2369 -2.3964  0.02
C33 -3.6084 1.1649 -1.5835  0.00
C34 -2.2754 0.9741 -1.3544  0.02
F1 -1.8808 -0.1173 -0.5535  0.03
H11 1.4347 -1.4376 -5.0759  0.00
H12 2.7535 -0.5982 -4.2420  0.00
H13 2.1491 -0.0030 -5.7810  0.00
H14 0.3324 -0.1880 -3.3339  0.00
H15 0.1375 1.4643 -5.8822  0.00
H16 -1.1214 1.2863 -4.6559  0.00
H17 -0.6436 -0.0973 -5.6430  0.00
H18 2.6811 1.9725 -5.1857  0.00
H19 3.7453 3.9803 -4.2663  0.00
H20 3.1067 4.7873 -2.0404  0.00
H21 0.7141 3.0397 0.2102  0.00
H22 0.7357 5.7566 -1.1842  0.00
H23 -0.0665 5.4079 0.3425  0.00
H24 -0.6258 4.6300 -1.1383  0.00
H25 2.8716 5.2096 0.0568  0.00
H26 3.1940 3.5755 0.6106  0.00
H27 2.0581 4.6180 1.4852  0.00
H28 -0.8654 3.4612 -3.0835  0.00
H29 -3.2324 3.8816 -3.5590  0.00
H30 -5.0026 2.4344 -2.6031  0.00
H31 -4.3347 0.5135 -1.1244  0.00
C35 -0.6345 -2.6599 4.7589  0.01
C36 -0.6489 -3.2509 3.3445  0.02
C37 0.4347 -4.3305 3.2248  0.01
C38 -2.0265 -3.8522 3.0463  0.01
C39 -0.3708 -2.1860 2.3791  0.17
C40 -0.1220 -1.2953 1.5916  0.00
H32 -0.8166 -3.4465 5.4899  0.00
H33 -1.4074 -1.9020 4.8660  0.00
H34 0.3297 -2.2017 4.9745  0.00
H35 0.2824 -5.0937 3.9884  0.00
H36 1.4243 -3.8988 3.3599  0.00
H37 0.3995 -4.8073 2.2471  0.00
H38 -2.2903 -4.5715 3.8216  0.00
H39 -2.0253 -4.3646 2.0855  0.00
H40 -2.7880 -3.0755 3.0191  0.00
Br1 0.3980 6.1812 3.7921  0.00
C41 -1.0924 5.0690 3.4402  0.00
C42 -2.3456 5.4085 3.9279  0.00
N5 -3.4175 4.6555 3.7243  0.00
C43 -3.2694 3.5371 3.0278  0.00
C44 -2.0538 3.1258 2.4910  0.00
C45 -0.9361 3.9161 2.7012  0.00
C46 -1.9650 1.8299 1.7398  0.01
O3 -2.8957 1.0548 1.7011  0.01
O4 -0.7904 1.6498 1.2170  0.08
H41 -2.4838 6.3136 4.5027  0.00
H42 -4.1493 2.9271 2.8781  0.00
H43 0.0232 3.6255 2.3022  0.00

Values from the calculation:
- DFT total energy (Eh) = -5105.5900
- frontier orbital gap (spin up / spin down) (eV) = 6.47 / 5.94
- spin multiplicity = 4
- relative energy (zero: lowest compared OMol25 entry of this formula, charge and spin) (eV) = 0.035
- HOMO level (spin up / spin down) (eV) = -7.80 / -8.19